Entry 1:
Formula: C3H6S3
Source: the OMol25 dataset
Level of theory: wB97M-V/def2-TZVPD

Each line ends with the natural charge from an NBO analysis.
Cartesian coordinates (Å):
C (0.7690, -0.5041, -1.4355)  -0.79
C (-0.4632, 1.7103, -0.1615)  -0.51
C (-0.4577, -0.7764, 1.5264)  -0.73
H (0.1867, -1.3603, -1.0387)  0.22
H (1.1773, -0.7338, -2.4374)  0.24
H (1.6483, -0.2067, -0.7471)  0.25
H (-1.2185, -1.0426, 0.8019)  0.24
H (-0.7698, -0.9186, 2.6044)  0.24
H (0.4705, -1.2866, 1.4221)  0.22
S (-0.3356, 0.8561, -1.7444)  0.34
S (-1.0882, 3.2672, -0.1751)  0.02
S (0.0813, 0.9954, 1.3849)  0.27

Total charge: 0
2S+1: 1

Entry 2:
Formula: C3H6S4
Source: the OMol25 dataset
Level of theory: wB97M-V/def2-TZVPD

Each line ends with the natural charge from an NBO analysis.
Cartesian coordinates (Å):
C (0.1652, 0.1224, 0.6935)  -0.57
C (0.8009, -1.1764, 0.1839)  -0.55
C (-1.0410, 0.5941, 0.0534)  -0.18
S (-0.3021, -2.4952, 0.6241)  0.14
S (-1.9903, -1.8219, -0.2795)  -0.25
S (-1.0886, 1.1555, -1.6242)  0.02
S (-2.2465, 1.3157, 1.1300)  0.12
H (-0.2533, -0.1286, 1.6533)  0.23
H (0.8304, 1.0182, 0.7655)  0.26
H (0.8055, -1.0079, -0.9510)  0.22
H (1.7683, -1.4563, 0.4629)  0.24
H (-1.2815, -0.0424, -2.0862)  0.16
H (-3.0638, 1.3765, 0.1186)  0.14

Total charge: 0
2S+1: 1

Entry 3:
Formula: C3H6Se
Source: the OMol25 dataset
Level of theory: wB97M-V/def2-TZVPD

Each line ends with the natural charge from an NBO analysis.
Cartesian coordinates (Å):
C (-1.5912, 0.3919, 0.4549)  -0.49
C (-0.4763, 0.7019, -0.1258)  -0.12
C (1.1460, -0.8517, -0.0926)  -0.58
Se (2.7731, 0.1680, 0.0815)  0.10
H (-2.4769, 0.9700, 0.6526)  0.22
H (-1.6596, -0.6621, 0.7123)  0.20
H (0.0260, 1.5938, -0.5444)  0.19
H (0.6324, -1.3202, 0.6881)  0.20
H (0.8474, -1.2758, -1.0112)  0.20
H (2.1231, 1.1597, -0.8517)  0.08

Total charge: 0
2S+1: 1

Entry 4:
Formula: C3H6Si
Source: the OMol25 dataset
Level of theory: wB97M-V/def2-TZVPD

Each line ends with the natural charge from an NBO analysis.
Cartesian coordinates (Å):
C (-1.3251, -0.1231, -0.5133)  0.10
C (-0.1226, 0.2119, -0.1809)  -0.53
C (-1.3570, 0.9654, 0.4774)  -0.39
Si (1.7090, -0.0600, -0.3051)  0.89
H (-2.1676, -2.9547, -0.3706)  0.00
H (-1.6751, 1.8745, 0.0404)  0.20
H (-1.5993, 0.6608, 1.5773)  0.20
H (2.1347, -1.2013, -0.9783)  -0.16
H (1.9251, -0.4474, 1.0821)  -0.16
H (2.4780, 1.0738, -0.8291)  -0.15

Total charge: 0
2S+1: 1

Entry 5:
Formula: C3H7BNO3
Source: the OMol25 dataset
Level of theory: wB97M-V/def2-TZVPD

Each line ends with the natural charge from an NBO analysis.
Cartesian coordinates (Å):
B (-0.1081, 2.1561, -0.5630)  1.29
C (-0.5361, 0.6045, 1.2182)  0.14
C (-0.8625, -0.0139, -1.0776)  0.19
C (1.3858, 0.3740, -0.3966)  0.08
N (0.0117, -0.1606, -0.0122)  -0.50
O (-0.2799, 1.8669, 0.8817)  -0.70
O (-1.1330, 2.0068, -1.3295)  -0.72
O (1.1997, 1.6159, -0.9785)  -0.69
H (-1.6224, 0.3109, 1.4166)  0.20
H (-0.0113, 0.3246, 2.1741)  0.22
H (-0.5362, -0.0601, -2.0982)  0.28
H (-1.8446, -0.0970, -0.8216)  0.24
H (2.1667, 0.4243, 0.5086)  0.24
H (1.8451, -0.2066, -1.1939)  0.23
H (-0.0087, -1.1535, 0.3193)  0.50

Total charge: +1
2S+1: 1

Entry 6:
Formula: C3H7BO2
Source: the OMol25 dataset
Level of theory: wB97M-V/def2-TZVPD

Each line ends with the natural charge from an NBO analysis.
Cartesian coordinates (Å):
B (0.2875, -1.0808, 2.2794)  1.08
C (-0.6653, -0.3359, -0.4878)  -0.28
C (-0.1016, 0.7821, -0.9424)  -0.30
C (-0.3725, 1.4108, -2.3413)  -0.65
O (-0.2242, -0.4484, 3.3674)  -0.88
O (1.2931, -1.9830, 2.2177)  -0.96
H (-1.2285, -0.9635, -1.0699)  0.14
H (0.4464, 1.4437, -0.3443)  0.19
H (-0.7515, 0.6176, -2.9560)  0.21
H (0.5898, 1.7494, -2.8373)  0.21
H (-0.8490, 2.4249, -2.2653)  0.22
H (0.1407, -1.0516, 3.9410)  0.48
H (1.4351, -2.5651, 1.4388)  0.54

Total charge: 0
2S+1: 1

Entry 7:
Formula: C3H7BO2
Source: the OMol25 dataset
Level of theory: wB97M-V/def2-TZVPD

Each line ends with the Löwdin spin population.
Cartesian coordinates (Å):
B (-0.3614, 1.5360, -0.2764)  0.34
C (-1.7317, 1.6280, -1.1579)  0.67
C (0.3525, -1.8567, 0.7977)  0.02
C (0.8160, -0.5387, 0.1829)  0.05
O (-2.2399, 2.1455, -2.0579)  0.32
O (-0.0227, 0.4820, 0.4985)  0.38
H (-0.8327, 2.5521, 0.3476)  0.14
H (0.4547, 1.7756, -1.1394)  0.04
H (1.1027, -2.5964, 0.4761)  0.00
H (0.2884, -1.8685, 1.9074)  0.00
H (-0.6085, -2.1312, 0.4675)  0.00
H (0.9628, -0.7698, -0.8535)  0.01
H (1.8197, -0.3581, 0.8072)  0.04

Expectation value of S²: 2.010
Total charge: 0
2S+1: 3

Entry 8:
Formula: C3H7BO3
Source: the OMol25 dataset
Level of theory: wB97M-V/def2-TZVPD

Each line ends with the natural charge from an NBO analysis.
Cartesian coordinates (Å):
B (2.2463, 0.1402, -0.0024)  1.18
C (-1.2138, -0.4464, -0.5486)  -0.50
C (-1.4842, 0.3364, 0.7269)  -0.49
C (-0.9116, 0.9603, -0.4448)  0.26
O (1.7048, -1.1374, 0.0833)  -0.94
O (3.6392, 0.1829, 0.0804)  -0.93
O (1.5694, 1.2530, -0.1424)  -0.86
H (-0.3782, -1.1324, -0.5043)  0.31
H (-2.0038, -0.7563, -1.2199)  0.24
H (-2.4852, 0.6340, 1.0180)  0.24
H (-0.8382, 0.1192, 1.5645)  0.28
H (-0.9045, 1.8687, -0.9965)  0.24
H (2.4118, -1.7732, 0.1719)  0.49
H (3.9847, 1.0720, 0.0190)  0.49

Total charge: 0
2S+1: 1

Results for relative energy (zero: lowest compared OMol25 entry of this formula, charge and spin): 20.4, 26.7, 57.9, 143.8, 44.8, 112.8, 41.7, 74.1 (in kcal/mol, following the order of the records).